## one
{
  "formula": "C4H6N2O2",
  "method": "the ωB97M-V functional and the def2-TZVPD basis",
  "species": ["C", "C", "C", "C", "H", "H", "H", "H", "H", "H", "N", "N", "O", "O"],
  "coordinates": [[-0.6214, 2.6274, -0.8445], [0.2136, -0.4050, 0.0127], [1.1797, -0.6010, 2.2095], [-0.4785, -1.2833, -0.8931], [-1.0074, 3.0595, 0.0620], [-1.1848, 2.9372, -1.8064], [0.4285, 2.7946, -0.7374], [0.1493, -0.5295, 3.2920], [1.3444, 0.8288, 1.9434], [2.3189, -1.3670, 2.2005], [0.1600, 0.7984, 0.1417], [-0.8724, -2.2253, -1.5602], [-0.6526, 1.2083, -0.7498], [0.7998, -1.1787, 1.0081]],
  "gap_ev": 9.6,
  "charge": 0,
  "e_homo_ha": -0.346
}



## two
{
  "formula": "C4H6N2O2",
  "method": "the ωB97M-V functional and the def2-TZVPD basis",
  "species": ["N", "C", "O", "C", "C", "O", "C", "N", "H", "H", "H", "H", "H", "H"],
  "coordinates": [[2.1749, 0.9291, -0.4348], [0.9776, 0.5255, -0.0056], [0.3880, 1.2039, 1.0711], [-0.8894, 0.6751, 1.2487], [-1.1333, -0.2515, 0.3169], [-2.1972, -1.0640, 0.1184], [0.1081, -0.3688, -0.5092], [0.2265, -1.3885, -1.4262], [3.0022, 0.8100, 0.0380], [2.2300, 1.7900, -0.9865], [-1.3748, 1.0617, 2.1053], [-2.0142, -1.5672, -0.7242], [0.9886, -1.1935, -2.1797], [0.4539, -2.2860, -1.0464]],
  "smiles": "Nc1occ(O)c1N",
  "gap_ev": 9.0,
  "charge": 0,
  "e_homo_ha": -0.301
}



## three
{
  "formula": "C4H6N2O2",
  "method": "the ωB97M-V functional and the def2-TZVPD basis",
  "species": ["O", "C", "C", "C", "N", "N", "C", "O", "H", "H", "H", "H", "H", "H"],
  "coordinates": [[-2.5274, -0.3495, -0.1727], [-1.5547, 0.6219, -0.5450], [-0.4323, 0.4841, 0.5266], [0.7973, 1.2189, 0.3260], [1.8934, 0.8475, -0.1779], [1.9259, -0.5240, -0.5089], [1.0172, -1.2522, -0.0495], [-0.1468, -0.9537, 0.6482], [-1.9832, -1.2344, -0.2775], [-1.9786, 1.6813, -0.4046], [-1.0524, 0.5183, -1.5402], [-0.9781, 0.7656, 1.4869], [0.5647, 2.3525, 0.3920], [1.1205, -2.3587, -0.2016]],
  "smiles": "OC[C@@H]1C=NN=CO1",
  "gap_ev": 10.2,
  "charge": 0,
  "e_homo_ha": -0.361
}



## four
{
  "formula": "C4H6N2O2",
  "method": "the ωB97M-V functional and the def2-TZVPD basis",
  "species": ["C", "N", "N", "C", "C", "C", "O", "O", "H", "H", "H", "H", "H", "H"],
  "coordinates": [[-2.1328, -0.8005, -0.1621], [-1.2094, 0.2087, 0.3580], [-0.0988, 0.3006, -0.3788], [0.7438, 1.4069, -0.1506], [1.9818, 0.9343, 0.0246], [1.9812, -0.5368, -0.0142], [2.8649, -1.3193, 0.0170], [0.6452, -0.8578, -0.1699], [-1.6410, -1.7429, -0.1522], [-2.9360, -0.9550, 0.5999], [-2.4592, -0.5029, -1.1689], [-0.9931, 0.0466, 1.3166], [0.3354, 2.3772, -0.2666], [2.9180, 1.4409, 0.1472]],
  "smiles": "CNn1ccc(=O)o1",
  "gap_ev": 10.1,
  "charge": 0,
  "e_homo_ha": -0.346
}



Which of them is the least stable? Correct choice: one.



## one
{
  "formula": "C32H23AsCoN6O7S2",
  "method": "the ωB97M-V functional and the def2-TZVPD basis",
  "species": ["Co", "N", "C", "S", "N", "N", "C", "C", "C", "C", "C", "C", "N", "H", "H", "H", "H", "H", "H", "H", "O", "C", "O", "C", "C", "C", "C", "C", "C", "O", "N", "O", "O", "N", "O", "O", "H", "H", "S", "C", "C", "C", "C", "C", "C", "As", "C", "C", "C", "C", "C", "C", "C", "C", "C", "C", "C", "C", "H", "H", "H", "H", "H", "H", "H", "H", "H", "H", "H", "H", "H", "H"],
  "coordinates": [[-0.9854, -0.3596, 0.0467], [-2.2880, 3.3772, -2.0582], [-2.0631, 2.1746, -1.4212], [-1.3820, 2.2208, 0.1501], [-2.4072, 1.1201, -2.1387], [-2.1895, -0.0622, -1.5118], [-2.8222, -1.0880, -1.9498], [-2.6340, -2.3570, -1.2728], [-3.2572, -3.5328, -1.6785], [-3.0237, -4.6917, -0.9605], [-2.1770, -4.6515, 0.1362], [-1.5916, -3.4406, 0.4718], [-1.8238, -2.3314, -0.2094], [-2.2796, 4.1800, -1.4540], [-3.0005, 3.3465, -2.7694], [-3.5083, -1.0001, -2.7848], [-3.9049, -3.5294, -2.5460], [-3.4940, -5.6214, -1.2572], [-1.9644, -5.5357, 0.7213], [-0.9013, -3.3463, 1.3032], [0.7409, -1.1592, 3.6407], [-0.1168, -0.8017, 2.8371], [0.0983, -0.7047, 1.5782], [-1.5054, -0.4780, 3.3889], [-1.5850, -0.3174, 4.7470], [-2.7971, -0.0372, 5.3954], [-3.9756, 0.0294, 4.6690], [-3.9251, -0.1748, 3.3142], [-2.6922, -0.3703, 2.5696], [-2.7114, -0.3828, 1.3246], [-5.2008, -0.1706, 2.6259], [-5.3663, -0.9126, 1.6792], [-6.0936, 0.5443, 3.0787], [-2.8352, 0.1505, 6.8117], [-1.7837, 0.1274, 7.4399], [-3.9148, 0.4037, 7.3451], [-0.6717, -0.4210, 5.3150], [-4.9191, 0.2225, 5.1550], [0.7865, -2.5209, -1.5657], [1.8712, -1.8264, -2.7135], [2.4181, -2.5671, -3.7845], [3.3226, -2.0100, -4.6674], [3.7190, -0.6795, -4.5374], [3.1750, 0.0787, -3.5098], [2.2650, -0.4755, -2.6137], [1.4206, 0.5509, -1.2000], [1.8909, 2.3509, -1.8218], [2.9988, 3.0652, -1.3751], [3.2525, 4.3475, -1.8479], [2.3984, 4.9303, -2.7740], [1.2911, 4.2246, -3.2254], [1.0388, 2.9462, -2.7488], [2.7021, 0.3719, 0.2479], [2.5117, 1.1502, 1.3867], [3.3412, 1.0017, 2.4856], [4.3649, 0.0633, 2.4599], [4.5504, -0.7233, 1.3337], [3.7190, -0.5725, 0.2289], [2.1142, -3.6018, -3.8907], [3.7266, -2.6201, -5.4696], [4.4327, -0.2412, -5.2250], [3.4645, 1.1182, -3.4050], [3.6681, 2.6147, -0.6527], [4.1182, 4.8918, -1.4881], [2.5910, 5.9336, -3.1368], [0.6077, 4.6754, -3.9353], [0.1605, 2.4113, -3.0916], [1.6887, 1.8562, 1.4222], [3.1623, 1.5884, 3.3777], [4.9978, -0.0726, 3.3290], [5.3330, -1.4737, 1.3174], [3.8489, -1.2052, -0.6414]],
  "gap_ev": [6.2, 6.2],
  "charge": -2,
  "spin_multiplicity": 2,
  "s_squared": 0.776,
  "e_homo_ha": [-0.065, -0.066]
}



## two
{
  "formula": "C32H23AsCoN6O7S2",
  "method": "the ωB97M-V functional and the def2-TZVPD basis",
  "species": ["Co", "N", "C", "S", "N", "N", "C", "C", "C", "C", "C", "C", "N", "H", "H", "H", "H", "H", "H", "H", "O", "C", "O", "C", "C", "C", "C", "C", "C", "O", "N", "O", "O", "N", "O", "O", "H", "H", "S", "C", "C", "C", "C", "C", "C", "As", "C", "C", "C", "C", "C", "C", "C", "C", "C", "C", "C", "C", "H", "H", "H", "H", "H", "H", "H", "H", "H", "H", "H", "H", "H", "H"],
  "coordinates": [[-0.6341, 0.0664, 0.1070], [-1.5134, 0.4919, 4.3404], [-1.2166, 0.2434, 3.0147], [-1.4602, 1.4836, 1.8735], [-0.7517, -0.9796, 2.8059], [-0.4395, -1.2000, 1.5057], [-0.0020, -2.3679, 1.1921], [0.2484, -2.6297, -0.2190], [0.6443, -3.8747, -0.6947], [0.7562, -4.0603, -2.0605], [0.4608, -3.0071, -2.9130], [0.0949, -1.7897, -2.3551], [0.0191, -1.5989, -1.0457], [-2.1897, 1.2243, 4.4780], [-1.6490, -0.3416, 4.8905], [0.1164, -3.1290, 1.9557], [0.8330, -4.6788, 0.0039], [1.0557, -5.0215, -2.4602], [0.5058, -3.1194, -3.9876], [-0.1415, -0.9315, -2.9723], [-1.4060, 2.1841, -3.2597], [-1.5915, 1.3921, -2.3330], [-0.8628, 1.3311, -1.2947], [-2.7676, 0.4183, -2.4770], [-3.5558, 0.5672, -3.5828], [-4.6096, -0.3200, -3.8657], [-4.8196, -1.4319, -3.0722], [-4.0277, -1.6190, -1.9672], [-3.0428, -0.6461, -1.5185], [-2.5233, -0.7273, -0.3887], [-4.2262, -2.8548, -1.2265], [-3.2843, -3.3330, -0.6213], [-5.3295, -3.3958, -1.2916], [-5.4354, -0.1224, -5.0246], [-6.2721, -0.9796, -5.3095], [-5.2820, 0.8991, -5.6868], [-3.3333, 1.3853, -4.2533], [-5.5780, -2.1564, -3.3271], [1.7239, 0.8152, 0.5920], [2.9795, -0.1997, -0.0817], [3.7215, -1.0740, 0.7343], [4.7971, -1.7894, 0.2389], [5.1758, -1.6528, -1.0958], [4.4424, -0.8107, -1.9219], [3.3464, -0.1039, -1.4343], [2.1214, 0.9862, -2.4969], [3.0863, 0.8579, -4.2284], [2.9727, -0.3489, -4.9227], [3.5419, -0.5195, -6.1754], [4.2305, 0.5290, -6.7739], [4.3401, 1.7384, -6.1040], [3.7749, 1.8994, -4.8431], [2.7073, 2.7894, -2.0313], [3.8742, 3.0654, -1.3293], [4.2326, 4.3789, -1.0584], [3.4239, 5.4259, -1.4821], [2.2452, 5.1533, -2.1631], [1.8845, 3.8393, -2.4308], [3.4307, -1.1610, 1.7743], [5.3506, -2.4519, 0.8963], [6.0296, -2.1918, -1.4894], [4.7327, -0.7080, -2.9609], [2.4307, -1.1720, -4.4665], [3.4429, -1.4684, -6.6897], [4.6730, 0.4039, -7.7550], [4.8726, 2.5642, -6.5620], [3.8745, 2.8505, -4.3335], [4.4959, 2.2489, -0.9812], [5.1425, 4.5851, -0.5065], [3.7018, 6.4509, -1.2647], [1.5949, 5.9634, -2.4710], [0.9402, 3.6153, -2.9181]],
  "gap_ev": [5.9, 6.4],
  "charge": -2,
  "spin_multiplicity": 2,
  "s_squared": 0.760,
  "e_homo_ha": [-0.058, -0.076]
}



Which of them is the least stable? Correct choice: one.